Record 1
The following is a DFT calculation (ωB97M-V/def2-TZVPD) of a 4-piece molecular cluster, C4H19N2O3 overall at a distorted geometry.

The geometry in XYZ format:
```
28
Properties=species:S:1:pos:R:3:forces:R:3
N -0.4246 -1.7024 -1.3427 -1.17 3.18 -1.82
C 0.4926 -1.2765 -0.2876 2.02 -1.23 2.42
C -0.0287 -0.1482 0.6098 -0.44 1.16 0.89
N -0.4661 0.9738 -0.2651 2.64 0.02 0.73
C 0.7963 1.7224 -0.5718 -2.34 3.21 -0.07
C -1.4285 1.8331 0.4595 -2.57 -2.05 -3.31
H -1.3867 -1.3052 -1.3027 0.80 0.49 0.06
H -0.6080 -2.6465 -1.3514 0.12 -2.99 -0.25
H -0.0274 -1.3634 -2.2552 -0.99 -0.62 0.62
H 1.4388 -0.9543 -0.8326 -1.17 -0.57 1.14
H 0.7008 -2.2279 0.3710 -0.07 2.00 -1.32
H 0.8571 0.1659 1.3558 -1.89 -0.69 -1.66
H -0.9348 -0.3234 1.2919 1.67 -0.64 -1.45
H 1.5872 1.2244 -1.0403 0.72 -1.43 -0.98
H 1.2519 2.0903 0.3699 -0.37 0.26 -0.36
H 0.4906 2.6088 -1.2704 0.80 -1.35 1.38
H -1.1672 2.2516 1.3903 0.78 0.46 1.14
H -2.3090 1.0622 0.5844 1.19 2.00 0.12
H -1.7443 2.6187 -0.2978 0.18 -0.73 1.27
H -1.7373 0.8235 -3.8585 0.91 -0.34 1.35
H -0.9345 0.8094 -2.4062 -0.52 0.57 -0.25
O -1.2311 0.3066 -3.1814 -0.37 -0.31 -0.80
H -1.4622 -1.4604 3.3338 -2.99 -2.36 0.84
H -0.6710 -0.3749 3.7691 0.56 1.09 0.89
O -0.7353 -0.9938 3.0629 2.25 0.90 -0.71
H 2.9585 -1.0192 1.8849 -0.36 0.34 1.62
H 3.6935 -1.6950 0.8298 -0.03 0.24 -0.43
O 3.0295 -0.9995 0.9506 0.64 -0.60 -1.06
```
Forces are in eV/Å.

Calculated values
largest force on an atom	0.091	Eh/bohr
Kohn-Sham gap	9.97	eV
2S+1	1
HOMO energy	-12.863	eV
net charge	+1
energy above the lowest of the compared OMol25 structures with the same formula, charge and spin	216.6	kJ/mol

In the natural (NBO) picture, each atom carries the following charge in e: atom 1 (N): -0.679, atom 2 (C): -0.257, atom 3 (C): -0.281, atom 4 (N): -0.503, atom 5 (C): -0.441, atom 6 (C): -0.410, atom 7 (H): 0.456, atom 8 (H): 0.427, atom 9 (H): 0.472, atom 10 (H): 0.245, atom 11 (H): 0.245, atom 12 (H): 0.216, atom 13 (H): 0.265, atom 14 (H): 0.207, atom 15 (H): 0.192, atom 16 (H): 0.209, atom 17 (H): 0.196, atom 18 (H): 0.198, atom 19 (H): 0.218, atom 20 (H): 0.511, atom 21 (H): 0.502, atom 22 (O): -1.016, atom 23 (H): 0.472, atom 24 (H): 0.479, atom 25 (O): -0.931, atom 26 (H): 0.475, atom 27 (H): 0.481, atom 28 (O): -0.948

=====

Record 2
The following is a DFT calculation (ωB97M-V/def2-TZVPD) of a 3-piece molecular cluster, C18H26N2O5S2 overall at a distorted geometry.

The geometry in XYZ format:
```
53
Properties=species:S:1:pos:R:3:forces:R:3
C -3.4602 -1.9048 -3.4719 1.05 0.42 -0.21
C -2.8039 -3.0449 -4.2866 -1.29 0.59 -0.34
O -1.6122 -3.5753 -3.7081 0.06 -0.01 -0.32
C -0.5398 -2.7393 -3.8631 -0.16 0.25 0.53
C 0.4032 -3.0310 -4.8948 0.03 -0.96 -0.71
N 1.4839 -2.3418 -5.1441 -1.09 0.17 0.98
C 1.5997 -1.2675 -4.3027 1.14 0.48 -0.37
C 2.7166 -0.4110 -4.4591 0.34 -0.32 -0.72
C 2.8874 0.6861 -3.6902 0.10 1.04 0.84
C 1.9587 1.0111 -2.6590 -0.16 -0.54 -0.33
C 0.8906 0.1749 -2.4719 -0.06 0.49 0.30
C 0.6888 -0.9626 -3.2885 -0.54 0.02 0.61
N -0.4160 -1.7383 -3.0431 0.41 -0.23 -0.68
H -4.5436 -1.8375 -3.6114 0.21 -0.25 0.05
H -3.0193 -0.9583 -3.8196 -0.26 -0.13 0.23
H -3.1763 -1.9798 -2.4157 -0.37 -0.17 -0.19
H -2.5992 -2.6632 -5.3017 0.15 -0.20 0.22
H -3.5464 -3.8417 -4.4223 0.60 -0.22 0.30
H 0.2179 -3.9178 -5.5076 -0.01 0.23 0.15
H 3.4448 -0.6305 -5.2396 -0.27 -0.12 0.13
H 3.7435 1.3420 -3.8443 -0.15 -0.21 -0.01
H 2.0647 1.8870 -2.0248 0.18 -0.17 -0.17
H 0.1542 0.3940 -1.6985 0.11 -0.17 -0.19
C 0.9891 -0.6042 2.3270 -0.03 -0.22 -0.22
C 1.2289 -1.8595 1.4783 0.02 0.04 0.08
C 2.4628 -1.5881 0.6046 -0.53 -0.53 -0.21
S 3.4597 -0.4181 1.5047 -0.04 0.09 0.35
O 3.4870 0.8140 0.7535 0.28 -0.01 -0.03
O 4.6666 -1.0570 1.9684 0.16 0.20 -0.21
C 2.3486 -0.2047 2.8860 -0.34 -0.04 0.13
H 0.2687 -0.7842 3.1217 0.03 0.03 0.01
H 0.6006 0.1947 1.6932 0.02 0.03 0.06
H 1.4218 -2.7155 2.1299 0.02 0.03 0.00
H 0.3587 -2.1033 0.8686 0.05 -0.01 -0.04
H 3.0312 -2.4979 0.4248 0.18 0.14 -0.04
H 2.1880 -1.1267 -0.3434 0.09 0.07 0.03
H 2.3803 0.8230 3.2376 0.13 0.01 -0.08
H 2.6722 -0.8814 3.6771 0.05 0.00 -0.04
C -2.9177 2.8042 4.7973 0.08 0.06 0.05
C -2.3306 4.1783 4.4525 -0.07 -0.02 -0.03
C -0.8716 3.9622 4.0325 -0.16 0.39 0.17
S -0.7865 2.3016 3.3553 -0.41 0.31 -0.02
O 0.0465 1.4989 4.2152 0.12 0.02 -0.07
O -0.5686 2.3733 1.9330 0.25 -0.18 0.04
C -2.4959 1.8755 3.6631 -0.33 -0.01 0.21
H -4.0015 2.8412 4.9004 0.02 -0.02 0.00
H -2.5001 2.4514 5.7433 -0.02 -0.04 -0.02
H -2.8914 4.6156 3.6234 0.01 -0.02 0.00
H -2.3985 4.8685 5.2926 0.02 0.00 -0.02
H -0.5585 4.6736 3.2719 0.13 -0.13 -0.04
H -0.1969 4.0101 4.8857 0.05 -0.12 -0.05
H -2.5717 0.8205 3.9179 0.14 -0.02 -0.09
H -3.0579 2.0838 2.7526 0.08 -0.01 -0.03
```
Forces are in eV/Å.

Calculated values
largest force on an atom	0.029	Eh/bohr
Kohn-Sham gap	9.02	eV
2S+1	1
HOMO energy	-9.057	eV
net charge	0
energy above the lowest of the compared OMol25 structures with the same formula, charge and spin	187.3	kJ/mol

In the natural (NBO) picture, each atom carries the following charge in e: atom 1 (C): -0.649, atom 2 (C): -0.064, atom 3 (O): -0.511, atom 4 (C): 0.448, atom 5 (C): -0.019, atom 6 (N): -0.333, atom 7 (C): 0.068, atom 8 (C): -0.194, atom 9 (C): -0.205, atom 10 (C): -0.187, atom 11 (C): -0.227, atom 12 (C): 0.163, atom 13 (N): -0.411, atom 14 (H): 0.214, atom 15 (H): 0.210, atom 16 (H): 0.231, atom 17 (H): 0.167, atom 18 (H): 0.192, atom 19 (H): 0.203, atom 20 (H): 0.227, atom 21 (H): 0.220, atom 22 (H): 0.234, atom 23 (H): 0.227, atom 24 (C): -0.414, atom 25 (C): -0.401, atom 26 (C): -0.689, atom 27 (S): 2.175, atom 28 (O): -0.951, atom 29 (O): -0.946, atom 30 (C): -0.672, atom 31 (H): 0.228, atom 32 (H): 0.230, atom 33 (H): 0.204, atom 34 (H): 0.224, atom 35 (H): 0.250, atom 36 (H): 0.253, atom 37 (H): 0.265, atom 38 (H): 0.235, atom 39 (C): -0.406, atom 40 (C): -0.401, atom 41 (C): -0.678, atom 42 (S): 2.174, atom 43 (O): -0.950, atom 44 (O): -0.939, atom 45 (C): -0.675, atom 46 (H): 0.227, atom 47 (H): 0.216, atom 48 (H): 0.210, atom 49 (H): 0.227, atom 50 (H): 0.256, atom 51 (H): 0.249, atom 52 (H): 0.255, atom 53 (H): 0.242

=====

Record 3
The following is a DFT calculation (ωB97M-V/def2-TZVPD) of a 7-piece molecular cluster, C22H45B2N2O29P2S8 overall at a distorted geometry.

The geometry in XYZ format:
```
110
Properties=species:S:1:pos:R:3:forces:R:3
C 2.6888 -2.6998 2.0562 0.69 0.33 0.76
C 1.5504 -1.6621 1.5540 0.40 -0.33 -0.52
B 0.3404 -1.4052 2.6262 0.86 1.31 -0.64
O -0.1805 -0.0644 2.8153 0.04 -3.03 -1.75
C -0.2393 -2.7461 3.4029 -2.41 -2.32 1.10
C -1.4263 -3.4809 2.6086 1.47 -1.81 3.92
B -1.9415 -2.8841 1.1768 -1.04 1.68 -1.18
O -2.8740 -1.7404 1.2221 3.18 -1.77 1.88
N -1.5362 -3.3890 -0.1802 -1.82 1.47 0.37
C -1.6047 -2.1671 -1.0964 0.65 1.07 -1.08
C -2.6912 -4.2640 -0.6451 -0.67 -0.78 -0.55
C -2.0989 -4.7826 3.2199 3.95 2.81 2.59
P -3.4856 -5.7960 2.4103 -0.28 -1.92 0.74
S -4.2320 -7.1493 3.6359 0.45 0.96 -0.42
C -1.5468 -5.2479 4.6409 1.44 3.37 -2.11
C -0.3818 -4.4088 5.3467 -2.47 -0.60 -1.76
S 0.1055 -5.0672 7.0466 -0.55 0.96 -1.14
N 0.2594 -3.2119 4.7312 -2.90 -2.32 -2.06
C 1.3574 -2.4370 5.4342 0.31 0.50 -0.24
P 0.5670 -0.8675 6.2409 -0.94 1.47 5.73
O 0.7647 -0.9809 7.8044 -0.34 0.11 -5.63
O 1.2186 0.5907 5.5949 0.02 -3.78 0.36
O -1.1503 -0.8197 5.9833 3.60 1.29 -1.00
H 3.4115 -2.1027 2.7542 -1.12 -1.13 -1.23
H 3.3389 -3.1362 1.2104 -1.22 0.87 1.24
H 2.2999 -3.5885 2.6804 0.36 1.31 -1.08
H 1.1524 -2.0730 0.5308 0.46 0.81 1.76
H 2.0724 -0.6507 1.3486 -0.91 -1.62 0.12
H -0.1940 0.3265 1.8911 0.47 -0.10 1.54
H -2.6341 -1.2912 2.0840 -1.04 -0.46 -1.13
H -1.0897 -1.2404 -0.6028 -0.98 -1.70 -0.91
H -2.6978 -1.8972 -1.3754 1.84 -0.27 0.78
H -1.0461 -2.3507 -2.1050 -0.91 0.02 1.97
H -3.6330 -3.9718 -0.0324 1.15 -0.83 -1.15
H -2.4407 -5.3969 -0.5683 -0.49 2.05 -0.03
H -2.9602 -4.0342 -1.7583 0.71 -0.48 2.05
H -4.5115 -4.9592 1.8347 1.09 0.04 0.27
H -2.8689 -6.5045 1.2980 -0.20 1.15 0.63
H -1.9950 -6.1851 5.1521 0.95 1.84 -0.87
H -0.9808 -4.7339 7.8730 0.74 0.02 -1.31
H 2.2402 -2.1646 4.7211 -1.88 -0.55 0.87
H 1.8362 -3.0062 6.3122 -1.22 0.71 -1.33
H 2.1838 0.3621 5.4298 -1.38 0.78 0.24
H -1.3336 0.0856 5.6007 0.02 -1.18 0.32
C 1.0964 1.7823 -1.4403 0.48 0.74 -0.16
C 1.5554 1.7068 -2.8899 -0.99 -0.03 -0.11
O 2.7228 0.8836 -2.8672 0.30 -0.61 1.15
S 2.5713 -0.2200 -1.6837 -0.10 0.31 -0.54
O 2.0995 -1.4463 -2.2688 0.56 0.85 0.90
O 3.7370 -0.1520 -0.8460 -0.96 -0.38 -0.73
O 1.3288 0.4777 -0.9002 0.45 -0.98 -0.54
H 1.6976 2.4979 -0.8732 -0.22 -0.61 -0.29
H 0.0411 2.0476 -1.3552 0.13 -0.22 0.07
H 1.7841 2.6892 -3.3054 0.19 -0.21 0.06
H 0.8063 1.2130 -3.5166 0.05 0.15 -0.02
C 3.1644 6.5343 -2.2541 0.69 0.47 -0.05
C 4.0397 5.5094 -1.5464 0.16 -0.18 -0.77
O 3.4453 5.3393 -0.2589 -1.14 0.35 0.20
S 1.8376 5.5398 -0.3871 0.49 0.97 -0.11
O 1.2286 4.2383 -0.4939 0.04 1.84 0.45
O 1.4226 6.5174 0.5789 0.21 -1.36 -0.74
O 1.8256 6.2255 -1.8593 -0.22 -0.99 0.94
H 3.3938 7.5490 -1.9169 0.04 -0.11 -0.08
H 3.2638 6.4820 -3.3390 -0.26 -0.06 0.23
H 5.0746 5.8402 -1.4526 -0.24 0.00 0.21
H 4.0120 4.5438 -2.0615 0.06 0.07 -0.04
C -5.5897 -1.6645 -5.3936 -0.60 -0.52 -0.02
C -5.9781 -1.5374 -3.9265 -0.43 0.64 -0.27
O -4.8398 -2.0010 -3.1997 0.90 -0.26 -0.59
S -3.4937 -1.6394 -4.0365 -0.22 0.20 -0.04
O -2.9468 -0.4209 -3.5038 -0.16 -1.24 -0.64
O -2.7203 -2.8400 -4.1943 -0.50 1.15 0.35
O -4.2110 -1.2954 -5.4538 0.46 0.12 0.93
H -5.6808 -2.6989 -5.7379 -0.04 0.08 0.03
H -6.1866 -1.0147 -6.0362 0.29 0.04 0.07
H -6.8610 -2.1275 -3.6771 0.29 -0.08 0.09
H -6.1506 -0.4919 -3.6531 -0.05 -0.08 -0.06
C -1.0230 -0.8092 -7.3450 -0.67 -0.09 0.17
C -1.5498 0.1272 -8.4240 0.14 -0.56 -0.41
O -1.0519 1.4173 -8.0702 0.63 -0.02 0.85
S 0.3925 1.2464 -7.3430 0.06 -0.12 -0.34
O 1.4199 1.4647 -8.3244 -0.81 -0.06 1.25
O 0.3534 1.9423 -6.0861 0.20 -0.38 -1.15
O 0.2971 -0.3501 -7.0548 0.15 0.90 -0.44
H -1.6187 -0.7324 -6.4307 0.00 -0.02 -0.09
H -1.0003 -1.8489 -7.6766 0.24 0.17 0.06
H -2.6396 0.1348 -8.4729 0.16 0.25 0.12
H -1.1438 -0.1343 -9.4060 -0.07 -0.05 0.07
C 5.3827 7.3147 -7.1129 0.41 -0.03 -0.65
C 6.3680 6.2553 -6.6372 -0.55 -0.44 -0.18
O 7.0832 6.8684 -5.5649 -0.45 0.92 0.34
S 6.0967 7.9055 -4.7947 0.38 0.31 -0.43
O 5.5569 7.2395 -3.6384 0.43 0.76 -0.78
O 6.7457 9.1837 -4.7253 -0.67 -1.42 0.32
O 4.9339 7.9736 -5.9280 0.47 -0.38 0.93
H 5.8761 8.0557 -7.7486 -0.03 -0.09 0.02
H 4.5380 6.8806 -7.6509 -0.02 0.13 0.27
H 7.0524 5.9393 -7.4257 0.09 0.18 0.25
H 5.8448 5.3808 -6.2381 0.01 0.02 -0.11
C -2.4400 -0.6150 9.6530 0.54 0.43 -0.01
C -1.5746 -1.6482 10.3578 0.13 -0.19 -0.52
O -2.1713 -1.8191 11.6423 -0.83 0.50 -0.02
S -3.7791 -1.6051 11.5117 -0.19 -0.05 0.28
O -4.3980 -2.8980 11.3982 0.38 1.32 0.17
O -4.1868 -0.6270 12.4805 0.32 -1.17 -0.84
O -3.7812 -0.9117 10.0405 0.04 -0.71 0.62
H -2.2031 0.3969 9.9949 0.06 -0.08 -0.04
H -2.3378 -0.6640 8.5673 -0.19 -0.09 0.15
H -0.5372 -1.3253 10.4548 -0.19 -0.03 0.18
H -1.6082 -2.6115 9.8390 0.04 0.07 -0.05
```
Forces are in eV/Å.

Calculated values
largest force on an atom	0.116	Eh/bohr
Kohn-Sham gap	6.37	eV
2S+1	1
HOMO energy	-11.552	eV
net charge	+1

Results of the Mulliken charge analysis, in e, for atoms 1 through 99: atom 1 (C): -1.043, atom 2 (C): 0.458, atom 3 (B): 0.345, atom 4 (O): -0.731, atom 5 (C): 0.063, atom 6 (C): -0.015, atom 7 (B): 0.485, atom 8 (O): -0.647, atom 9 (N): -0.011, atom 10 (C): -0.422, atom 11 (C): -0.582, atom 12 (C): 0.070, atom 13 (P): 0.237, atom 14 (S): -0.358, atom 15 (C): -0.575, atom 16 (C): -0.015, atom 17 (S): -0.141, atom 18 (N): 0.617, atom 19 (C): -0.690, atom 20 (P): 0.963, atom 21 (O): -0.683, atom 22 (O): -0.461, atom 23 (O): -0.544, atom 24 (H): 0.283, atom 25 (H): 0.327, atom 26 (H): 0.226, atom 27 (H): -0.080, atom 28 (H): 0.155, atom 29 (H): 0.285, atom 30 (H): 0.375, atom 31 (H): -0.049, atom 32 (H): 0.111, atom 33 (H): 0.329, atom 34 (H): 0.274, atom 35 (H): 0.093, atom 36 (H): 0.199, atom 37 (H): 0.183, atom 38 (H): 0.134, atom 39 (H): 0.245, atom 40 (H): 0.215, atom 41 (H): 0.170, atom 42 (H): 0.496, atom 43 (H): 0.370, atom 44 (H): 0.337, atom 45 (C): -0.164, atom 46 (C): -0.357, atom 47 (O): -0.318, atom 48 (S): 1.236, atom 49 (O): -0.613, atom 50 (O): -0.596, atom 51 (O): -0.347, atom 52 (H): 0.330, atom 53 (H): 0.269, atom 54 (H): 0.352, atom 55 (H): 0.243, atom 56 (C): -0.209, atom 57 (C): -0.162, atom 58 (O): -0.343, atom 59 (S): 0.941, atom 60 (O): -0.420, atom 61 (O): -0.561, atom 62 (O): -0.321, atom 63 (H): 0.319, atom 64 (H): 0.234, atom 65 (H): 0.310, atom 66 (H): 0.192, atom 67 (C): -0.404, atom 68 (C): -0.409, atom 69 (O): -0.295, atom 70 (S): 1.217, atom 71 (O): -0.514, atom 72 (O): -0.570, atom 73 (O): -0.224, atom 74 (H): 0.299, atom 75 (H): 0.331, atom 76 (H): 0.322, atom 77 (H): 0.295, atom 78 (C): -0.142, atom 79 (C): -0.372, atom 80 (O): -0.328, atom 81 (S): 1.057, atom 82 (O): -0.550, atom 83 (O): -0.460, atom 84 (O): -0.308, atom 85 (H): 0.098, atom 86 (H): 0.333, atom 87 (H): 0.307, atom 88 (H): 0.321, atom 89 (C): -0.296, atom 90 (C): -0.316, atom 91 (O): -0.319, atom 92 (S): 1.007, atom 93 (O): -0.418, atom 94 (O): -0.548, atom 95 (O): -0.314, atom 96 (H): 0.288, atom 97 (H): 0.316, atom 98 (H): 0.323, atom 99 (H): 0.256

=====

Question: Among the records above, which one has the highest HOMO energy?
Answer: C18H26N2O5S2